Entry 1:
54
Properties=species:S:1:pos:R:3:mulliken_charge:R:1 method="wB97M-V/def2-TZVPD" smiles="CCOCNC1=[NH+][C@@](O)(C[C@@H](C)O)[C@@H](CCCCCOC)N1" spin_multiplicity=1 total_charge=+1
C 5.588 -2.389 -1.750 -1.16
C 4.413 -1.470 -1.434 0.18
O 4.927 -0.168 -1.134 -0.40
C 4.137 0.913 -1.436 -0.56
N 3.250 1.299 -0.321 -0.16
C 2.050 0.795 -0.080 0.08
N 1.327 1.130 1.014 -0.34
C -0.055 0.560 0.916 0.71
C -0.444 0.015 2.304 -1.34
C -1.880 0.209 2.858 -0.75
C -2.616 1.491 2.447 -0.84
C -3.449 1.393 1.154 0.31
C -3.632 2.755 0.479 -0.99
O -2.466 3.097 -0.267 -0.31
C -2.699 3.226 -1.657 -0.82
C 0.097 -0.431 -0.328 0.81
O -0.708 -0.063 -1.420 -0.68
C 0.020 -1.932 -0.028 -1.92
C -1.366 -2.507 0.307 1.44
C -2.276 -2.668 -0.927 -1.42
O -1.225 -3.731 1.015 -0.60
N 1.468 -0.169 -0.834 -0.03
H 5.431 -3.378 -1.305 0.33
H 5.708 -2.533 -2.829 0.29
H 6.512 -1.969 -1.346 0.31
H 3.831 -1.838 -0.577 0.13
H 3.729 -1.391 -2.294 0.21
H 3.521 0.755 -2.331 0.43
H 4.787 1.777 -1.601 0.35
H 3.595 1.993 0.319 0.24
H 1.376 2.104 1.280 0.35
H -0.712 1.374 0.600 0.27
H -0.177 -1.047 2.342 0.19
H 0.233 0.505 3.016 0.53
H -2.507 -0.667 2.658 0.37
H -1.771 0.227 3.949 0.38
H -3.280 1.799 3.261 0.47
H -1.887 2.309 2.335 0.31
H -4.437 0.966 1.375 0.54
H -2.974 0.691 0.458 -0.31
H -4.519 2.775 -0.164 0.45
H -3.763 3.524 1.252 0.35
H -3.286 4.124 -1.877 0.34
H -3.225 2.350 -2.059 0.37
H -1.726 3.305 -2.151 0.24
H -1.638 -0.171 -1.214 0.34
H 0.714 -2.147 0.794 0.57
H 0.401 -2.449 -0.920 0.51
H -1.859 -1.843 1.013 -0.63
H -2.736 -3.662 -0.890 0.45
H -1.733 -2.563 -1.869 0.29
H -3.101 -1.944 -0.922 0.33
H -0.493 -4.233 0.658 0.38
H 1.526 -0.098 -1.841 0.42

Entry 2:
11
Properties=species:S:1:pos:R:3:mulliken_charge:R:1 method="wB97M-V/def2-TZVPD" spin_multiplicity=1 total_charge=0
C -1.911 -0.910 -1.544 0.37
C -1.193 -0.207 -0.882 -0.74
C -0.339 0.646 -0.084 -0.42
N -0.147 0.357 1.380 -0.55
C 0.895 0.092 0.476 0.61
C 1.913 -0.936 0.293 -0.43
N 2.534 0.187 0.513 -0.24
H -2.541 -1.541 -2.133 0.41
H -0.421 1.711 -0.288 0.36
H -0.609 -0.505 1.668 0.29
H 1.820 1.107 0.600 0.34

Entry 3:
9
Properties=species:S:1:pos:R:3:mulliken_charge:R:1 method="wB97M-V/def2-TZVPD" smiles="O=S(=O)=CC(Cl)Cl" spin_multiplicity=1 total_charge=0
C 0.081 -0.230 -0.524 -0.51
C -1.132 0.100 0.209 0.16
O 2.672 -0.217 -0.880 -0.48
O 1.809 0.358 1.420 -0.50
S 1.612 0.051 0.010 0.95
Cl -1.767 1.692 -0.183 -0.12
Cl -2.440 -1.196 0.123 -0.16
H -0.033 -0.541 -1.489 0.40
H -0.803 -0.017 1.313 0.26

The following HOMO values (in eV) correspond, in order, to the records above: -12.35 -9.35 -10.29.
The following calculated total energy values (in Ha) correspond, in order, to the records above: -1055.7348 -302.1465 -1546.3714.